(1)
Molecular formula: C7H13NS
Method: DFT, ωB97M-V/def2-TZVPD

```
! RIJCOSX wB97M-V def2-TZVPD def2/J DEFGRID3
* xyz 0 3
C 2.57644 0.27022 -0.58785
C 1.10219 0.92646 1.43819
C 0.50081 -0.22268 0.13476
C 0.04646 -1.45071 0.86529
C -1.00800 -0.36091 -1.88464
C -1.82166 0.62285 0.39440
C -0.66522 0.46277 -0.62748
N 1.58095 -0.42156 -0.73515
S 2.76087 1.28084 0.84531
H 3.48002 0.21287 -1.18001
H 0.54397 1.91489 1.45197
H 0.96789 0.36171 2.36926
H 0.88497 -2.14701 0.85609
H -0.66192 -1.94826 0.15384
H -0.57226 -1.17107 1.81333
H -0.22161 -1.22833 -1.84095
H -0.86140 0.17257 -2.83483
H -2.01919 -0.72405 -1.78417
H -2.12924 -0.34432 0.81471
H -2.76286 1.00411 -0.14120
H -1.43052 1.20457 1.30287
H -0.29070 1.58503 -0.82376
*
```

As for the expectation value of S²: 2.01.

Atom charges from the Mulliken analysis, given in e for atoms 1 to 8: atom 1 (C): -0.641, atom 2 (C): -0.750, atom 3 (C): 0.796, atom 4 (C): -1.624, atom 5 (C): -1.313, atom 6 (C): -1.441, atom 7 (C): 0.854, atom 8 (N): -0.542

***

(2)
Molecular formula: C5H8N2O
Method: DFT, ωB97M-V/def2-TZVPD

```
! RIJCOSX wB97M-V def2-TZVPD def2/J DEFGRID3
* xyz 0 1
C -1.10770 -0.38343 -1.72818
C 1.53390 -0.86936 1.79259
C -0.92065 0.52701 -0.54716
C 0.30543 -0.61212 1.04253
C 0.71034 1.06276 -0.50268
N -0.86057 -0.79018 0.88034
N -1.62859 1.52082 -0.15904
O 1.46443 0.93673 -1.43511
H -2.30936 1.29413 0.56256
H 0.76864 1.94191 0.17818
H -1.97194 -1.02030 -1.53933
H -1.25885 0.23202 -2.61413
H -0.24463 -1.02935 -1.87185
H 1.85109 0.03458 2.31351
H 1.35267 -1.65827 2.52587
H 2.31578 -1.18695 1.10190
*
```

Atom charges from the Mulliken analysis, given in e for atoms 1 to 8: atom 1 (C): -1.128, atom 2 (C): -1.046, atom 3 (C): 1.125, atom 4 (C): 0.591, atom 5 (C): -0.388, atom 6 (N): -0.494, atom 7 (N): -0.804, atom 8 (O): -0.493

***

(3)
Molecular formula: C32H67ClFeI2N6O3P3Sb
Method: DFT, ωB97M-V/def2-TZVPD

```
! RIJCOSX wB97M-V def2-TZVPD def2/J DEFGRID3
* xyz 2 5
Fe -0.29050 -1.55344 -0.60128
I -3.32332 1.23486 -0.44546
C -4.31405 -0.50620 -1.15317
I -3.22082 -2.27514 -0.74310
H -4.41006 -0.44439 -2.23039
H -5.28997 -0.55914 -0.68642
Cl 1.74570 -1.98393 0.36570
C 3.51103 1.07928 -1.14768
C 2.22134 0.95582 -1.05327
O 0.18306 4.17068 2.08901
O 1.06103 0.84795 -0.96720
H 4.08247 0.24847 -1.53596
H 3.99133 1.99958 -0.85352
C 0.94244 0.88379 4.11802
N 0.13137 1.71003 3.11356
C -1.28393 1.89775 3.67099
N -1.87847 0.64854 3.99666
C -1.04794 -0.09263 4.94064
N 0.28455 -0.34570 4.40377
C 0.27617 -1.27696 3.27043
P -0.69720 -0.60573 1.83551
C 0.11345 1.04474 1.78285
C -2.20816 -0.14088 2.80768
H 1.03087 1.49688 5.01530
H 1.92383 0.72249 3.67308
H 0.56035 2.63612 2.99405
H -1.85062 2.42298 2.90312
H -1.17879 2.52639 4.55543
H -1.52869 -1.04181 5.17019
H -0.95549 0.48444 5.86182
H -0.15965 -2.22501 3.58983
H 1.29252 -1.47903 2.93737
H -0.38911 1.69936 1.07543
H 1.14406 0.91630 1.45278
H -2.71929 -1.05474 3.11752
H -2.89745 0.41956 2.18029
C -0.92750 -2.79811 -3.87838
P -0.29969 -1.28939 -3.07803
C -1.38674 -0.00232 -3.77341
C 1.29261 -0.99337 -3.89560
C 1.75006 0.30736 -4.09520
C 2.95516 0.53645 -4.74179
C 3.72038 -0.53214 -5.18497
C 3.27668 -1.83144 -4.98266
C 2.06829 -2.06194 -4.34302
H -0.43492 -3.68165 -3.47503
H -0.78272 -2.74270 -4.95750
H -1.99130 -2.88683 -3.65760
H -1.28194 0.02406 -4.85850
H -1.14915 0.97686 -3.35920
H -2.42039 -0.23600 -3.51647
H 1.16285 1.15168 -3.75651
H 3.29416 1.55135 -4.90230
H 4.65732 -0.35328 -5.69515
H 3.86518 -2.66753 -5.33617
H 1.72851 -3.08036 -4.20867
C -1.11819 5.14714 -2.23860
C -0.12390 5.21167 -1.08046
C 1.19789 4.53860 -1.43526
Sb -1.08561 4.21628 0.56267
C 1.38465 4.89820 2.38579
C 1.63500 4.79267 3.88301
C 1.32213 6.34926 1.95301
C -2.40322 5.81439 1.22646
C -2.11231 7.19400 0.64561
C -2.42044 5.86551 2.75414
H -0.73873 5.70512 -3.09734
H -2.09485 5.56629 -1.98881
H -1.27284 4.11454 -2.56536
H 0.04472 6.24697 -0.78878
H 1.02644 3.52183 -1.79948
H 1.88227 4.48045 -0.58536
H 1.71004 5.08566 -2.23062
H 2.21716 4.41319 1.86019
H 0.94206 5.42950 4.43620
H 2.65056 5.09846 4.13284
H 1.50937 3.76074 4.22107
H 0.47567 6.85152 2.42389
H 1.23950 6.45005 0.87258
H 2.23022 6.86963 2.26057
H -3.38273 5.47791 0.87362
H -1.11333 7.54045 0.91643
H -2.82304 7.92358 1.04127
H -2.19435 7.22483 -0.44022
H -1.51246 6.33184 3.13890
H -2.47591 4.87218 3.20837
H -3.27204 6.44639 3.11031
C 0.00017 -7.29153 -2.16374
N -0.59360 -6.00565 -1.80664
C -1.98925 -5.90279 -2.22238
P -0.06370 -5.06108 -0.56521
O -0.55939 -3.65347 -0.79819
N -0.65493 -5.57750 0.87931
C -0.99663 -4.66873 1.95860
C -0.54625 -6.97679 1.27697
N 1.55616 -5.29631 -0.57653
C 2.31946 -4.91379 -1.75989
C 2.36835 -5.38769 0.63155
H 0.01977 -7.39153 -3.25058
H -0.58505 -8.12308 -1.76014
H 1.01839 -7.36177 -1.79185
H -2.05621 -5.96779 -3.31032
H -2.41213 -4.95105 -1.91327
H -2.58803 -6.71145 -1.79335
H -1.01853 -3.64618 1.58533
H -0.26406 -4.73215 2.77187
H -1.98037 -4.91885 2.36440
H -0.08849 -7.56957 0.48781
H -1.53175 -7.39363 1.49429
H 0.07371 -7.07594 2.17218
H 1.67107 -4.89210 -2.63509
H 3.10948 -5.64481 -1.94407
H 2.77309 -3.92766 -1.62593
H 1.74618 -5.57288 1.50278
H 2.92291 -4.46238 0.79520
H 3.07694 -6.21268 0.53285
*
```

As for the expectation value of S²: 6.01.

Atom charges from the Mulliken analysis, given in e for atoms 1 to 8: atom 1 (Fe): 0.247, atom 2 (I): 0.296, atom 3 (C): -1.043, atom 4 (I): 0.169, atom 5 (H): 0.562, atom 6 (H): 0.665, atom 7 (Cl): -0.696, atom 8 (C): -1.247

***

Asked for relative energy (zero: lowest compared OMol25 entry of this formula, charge and spin) across the records above, the calculation gives 1.005 4.893 0.000 eV in order.